Molecular formula: C21H68N8O13
Method: DFT, ωB97M-V/def2-TZVPD

XYZ file:
```
110
Properties=species:S:1:pos:R:3:forces:R:3
C 0.032 0.329 -0.125 1.8 0.2 0.2
O 1.034 -0.672 -0.031 1.5 1.6 1.2
H -0.241 0.350 -1.178 -0.3 0.9 0.0
H 0.542 1.208 0.326 -0.9 -0.1 -0.8
H -0.760 0.028 0.507 -1.3 0.0 0.5
H 0.681 -1.411 -0.445 -0.8 -2.5 -1.2
C -1.323 1.940 -5.165 0.0 0.3 2.1
O -0.757 1.567 -3.875 2.3 -1.2 -2.4
H -0.582 1.851 -5.934 0.6 0.4 -0.1
H -1.748 2.927 -4.990 0.1 0.1 -0.7
H -2.095 1.259 -5.410 -1.0 -0.7 -0.3
H -1.329 1.830 -3.186 -1.5 1.4 1.0
C 0.279 3.707 -1.160 1.3 -0.6 -1.0
O 0.737 3.804 0.171 -0.2 0.4 0.0
H -0.341 4.562 -1.473 -0.1 -0.5 0.2
H -0.219 2.706 -1.306 0.3 1.2 -0.2
H 1.227 3.750 -1.770 -1.2 -0.2 0.3
H -0.043 3.609 0.730 0.4 -0.1 0.2
C -4.876 -0.173 1.186 0.1 -2.4 0.4
O -3.553 -0.645 1.000 0.3 -0.4 -0.4
H -5.467 -0.257 0.309 -0.6 -0.3 -0.9
H -4.778 0.814 1.383 0.1 3.1 0.9
H -5.321 -0.706 2.023 -0.3 0.1 0.1
H -3.635 -1.553 0.706 0.3 -0.3 0.0
C 3.804 -2.578 -0.847 1.6 2.2 -0.5
O 4.081 -3.597 0.012 0.4 -2.0 0.9
H 3.869 -1.677 -0.218 0.3 0.2 -0.8
H 2.833 -2.606 -1.212 -2.1 -0.3 -0.6
H 4.459 -2.559 -1.761 -0.2 0.2 1.0
H 3.808 -4.388 -0.440 0.1 -0.8 0.0
C -2.798 1.690 -1.655 0.3 5.4 -3.2
O -2.718 2.815 -2.482 -0.1 -5.3 3.6
N -2.762 1.798 -0.348 -0.3 1.0 0.3
N -2.829 0.462 -2.127 -0.4 -0.6 -2.6
H -2.431 2.642 0.068 -0.1 0.0 0.1
H -2.951 0.996 0.200 0.3 -0.6 0.7
H -2.853 0.326 -3.147 -0.1 -0.2 0.7
H -2.947 -0.367 -1.589 0.0 -0.1 0.5
C 2.982 -1.617 3.096 1.4 0.0 6.2
O 3.362 -1.388 4.387 -1.2 -1.0 -5.3
N 2.405 -0.699 2.388 -2.0 3.6 -1.1
N 3.087 -2.795 2.504 0.2 -2.5 -1.0
H 2.228 0.199 2.945 0.1 -2.0 -1.2
H 1.841 -0.824 1.512 1.0 -0.2 0.9
H 3.511 -3.584 2.959 0.2 0.3 0.3
H 2.850 -2.998 1.520 0.5 0.7 1.1
C -1.286 -1.913 -3.893 -4.8 6.7 -2.2
O -2.515 -1.384 -4.189 5.1 -2.8 1.6
N -1.031 -3.163 -3.789 -1.4 -6.4 0.4
N -0.191 -1.161 -3.758 1.1 0.9 0.7
H -1.859 -3.804 -3.874 1.5 0.9 0.0
H -0.122 -3.570 -3.503 -1.2 0.6 -0.5
H -0.232 -0.092 -3.646 -0.1 -1.4 -0.5
H 0.662 -1.733 -3.591 -0.9 1.5 -0.2
C 2.091 2.413 2.890 -6.6 2.4 4.9
O 0.988 3.057 3.275 3.5 -1.9 -1.3
N 2.479 2.331 1.706 2.3 1.0 -7.0
N 2.680 1.571 3.708 1.5 -0.5 2.9
H 2.005 2.911 0.999 -0.1 0.0 0.2
H 3.371 1.946 1.377 -0.7 0.0 0.7
H 3.594 1.226 3.466 0.1 -0.2 0.5
H 2.369 1.467 4.662 0.2 0.2 -0.1
C -0.831 -5.052 -1.022 -1.8 0.0 -0.5
C -0.460 -3.724 -0.397 -3.8 -7.1 9.2
C 0.530 -4.033 0.712 1.4 -1.4 0.6
O 0.003 -2.878 -1.136 4.7 7.5 -8.7
H -0.996 -5.837 -0.290 -0.1 0.1 0.2
H -0.002 -5.383 -1.624 0.3 -0.1 -0.6
H -1.796 -4.955 -1.604 1.1 -0.3 0.2
H -1.311 -3.196 0.055 -1.0 -1.2 0.9
H 1.032 -3.209 1.222 -0.9 0.3 -0.1
H 1.408 -4.563 0.266 -0.6 0.1 0.0
H 0.137 -4.738 1.479 0.1 0.7 -0.5
H -0.705 -2.716 -1.764 0.3 0.9 -0.8
C -2.040 5.097 0.915 -0.7 -0.7 -1.5
C -1.906 4.064 1.970 -4.0 5.2 4.0
C -3.222 3.508 2.503 0.1 1.8 2.7
O -1.285 3.030 1.619 5.0 -7.0 -4.0
H -1.189 5.715 0.765 0.9 0.4 0.0
H -2.863 5.711 1.169 -0.9 0.8 0.2
H -2.281 4.623 -0.061 0.0 0.3 0.4
H -1.322 4.469 2.791 -0.4 1.0 0.6
H -3.868 3.159 1.772 -1.3 -0.3 -1.7
H -3.726 4.188 3.206 -0.2 0.1 -0.5
H -3.002 2.660 3.134 0.3 -0.4 0.2
H -0.838 2.650 2.371 0.9 -0.5 0.5
C 2.735 -0.661 -2.968 1.4 -0.8 0.1
C 3.627 0.574 -2.618 -5.4 0.8 -3.2
C 2.749 1.590 -1.973 -2.5 -1.2 -0.8
O 4.645 0.397 -1.879 7.0 -1.9 4.2
H 2.136 -0.366 -3.799 -0.4 0.2 -0.7
H 2.062 -1.078 -2.172 0.9 0.9 -0.5
H 3.411 -1.473 -3.324 -0.5 0.3 0.1
H 3.974 1.066 -3.501 -0.3 -0.1 -1.6
H 3.174 2.545 -2.032 0.5 1.5 0.1
H 2.549 1.277 -0.962 -0.1 0.1 0.5
H 1.772 1.541 -2.534 0.8 0.6 0.7
H 5.476 0.228 -2.377 -1.0 0.0 0.6
C -1.191 -2.273 2.765 0.8 0.4 0.6
C -0.709 -1.305 3.911 3.4 1.1 -5.8
C -0.842 0.102 3.471 2.2 1.7 -2.0
O -1.377 -1.343 4.986 -4.5 -1.7 6.7
H -0.606 -3.187 2.994 -1.3 -0.1 -0.5
H -0.882 -1.920 1.770 0.3 0.1 0.4
H -2.308 -2.285 2.677 0.9 -0.5 0.7
H 0.375 -1.401 4.189 -0.3 -0.6 -1.0
H -0.084 0.245 2.648 -0.9 0.0 0.4
H -0.445 0.762 4.252 -0.6 0.1 0.0
H -1.815 0.401 3.075 -0.1 -0.1 0.3
H -1.206 -2.170 5.440 -0.2 -0.2 0.4
```
Forces are in eV/Å.

2S+1   1
Electronic energy   -2256.87281 a.u.
ΔE to the lowest compared entry with this formula, charge and spin   37.3 kcal per mole
Net charge   0
Kohn-Sham gap   8.59 eV


Molecular formula: C21H68N8O13
Method: DFT, ωB97M-V/def2-TZVPD

XYZ file:
```
110
Properties=species:S:1:pos:R:3:forces:R:3
C 10.389 16.472 -1.974 -0.7 -2.0 -1.8
O 10.627 17.644 -1.383 1.8 2.7 3.1
H 11.275 16.056 -2.451 0.0 0.0 -0.4
H 9.588 16.691 -2.670 -0.2 -1.0 -0.7
H 10.075 15.763 -1.237 -0.4 -0.4 0.5
H 10.642 18.359 -2.005 0.0 0.4 -0.7
C 5.834 22.096 2.493 -0.3 0.1 0.6
O 4.927 23.256 2.629 2.0 -1.2 0.4
H 5.323 21.159 2.231 0.0 0.7 -0.5
H 6.328 21.760 3.418 -0.2 1.0 0.3
H 6.618 22.353 1.790 -0.2 -0.2 -0.3
H 4.090 22.899 2.407 -1.3 -0.2 -0.3
C 6.553 18.689 3.899 3.2 -0.2 -0.5
O 7.174 18.334 5.125 1.0 -0.1 -0.2
H 7.473 18.826 3.348 0.0 0.8 -0.7
H 6.098 19.656 3.945 -1.0 0.1 -0.1
H 6.216 17.830 3.351 -1.6 -0.2 0.2
H 6.543 18.183 5.778 -1.7 -0.4 1.8
C 11.802 18.083 1.660 0.1 -0.2 0.5
O 11.577 19.479 1.673 0.6 0.1 -1.3
H 11.972 17.691 2.662 0.0 0.0 0.0
H 12.662 17.817 1.065 0.3 0.2 -0.4
H 10.924 17.600 1.245 0.0 -0.4 0.0
H 11.513 19.826 2.563 0.2 -0.5 0.4
C 7.605 15.942 1.562 0.2 0.4 -1.6
O 8.779 16.145 0.798 1.3 -3.1 1.8
H 7.269 16.915 1.819 -0.6 0.7 1.0
H 7.709 15.247 2.355 0.6 -0.3 0.9
H 6.882 15.544 0.901 -1.1 -0.7 -0.5
H 8.631 16.913 0.322 -0.4 2.4 -1.6
C 10.807 19.323 -4.023 -5.1 -0.7 -6.5
O 10.483 18.868 -5.305 1.8 2.1 6.8
N 9.916 19.842 -3.145 -0.2 -0.4 -0.3
N 11.996 19.358 -3.546 7.0 -1.3 -1.6
H 8.953 19.986 -3.333 -0.8 -0.3 -0.6
H 10.225 20.339 -2.327 0.3 0.1 0.2
H 12.765 19.103 -4.239 -1.7 0.3 1.3
H 12.388 19.689 -2.676 -0.9 0.2 0.1
C 10.336 20.952 3.910 -6.5 1.1 -0.1
O 9.002 20.782 3.864 5.4 -0.1 0.5
N 11.263 20.119 4.267 2.3 -3.4 1.9
N 10.841 22.057 3.502 0.0 6.0 -1.5
H 10.777 19.335 4.679 0.5 -0.9 0.8
H 12.251 20.335 4.570 -2.1 0.0 -0.5
H 10.140 22.836 3.255 2.0 -1.7 0.6
H 11.857 22.240 3.579 -1.4 0.1 -0.2
C 7.942 19.310 0.606 -6.8 -0.6 1.5
O 6.616 19.483 0.939 5.7 -0.8 -1.8
N 8.930 19.623 1.338 2.8 1.6 3.0
N 8.423 18.659 -0.403 -1.7 -1.8 -3.8
H 8.739 20.080 2.179 -0.1 1.0 1.9
H 9.911 19.312 1.204 -0.8 0.4 0.2
H 7.727 18.540 -1.128 0.9 -0.3 0.0
H 9.424 18.433 -0.594 -1.0 0.2 0.1
C 4.312 21.281 -0.544 6.8 2.8 -3.1
O 5.589 21.797 -0.694 -5.9 -2.3 0.7
N 3.983 20.298 0.225 -3.4 -1.2 1.2
N 3.344 21.601 -1.390 -2.2 1.0 -1.7
H 4.625 19.937 0.821 2.7 -1.3 2.0
H 3.016 19.929 0.341 1.3 0.8 -0.4
H 3.493 22.094 -2.270 0.3 -0.1 0.9
H 2.505 21.018 -1.368 0.5 0.5 -0.2
C 9.740 17.017 3.717 -2.0 -1.2 0.7
C 10.201 17.176 5.187 1.3 -10.2 -2.7
C 11.651 16.805 5.464 -0.5 -0.8 -3.8
O 9.857 18.270 5.638 -2.4 9.0 4.0
H 8.778 16.439 3.723 0.1 1.3 0.4
H 10.198 16.272 3.136 1.8 -0.5 -0.9
H 9.581 17.959 3.184 0.2 -0.2 0.1
H 9.630 16.387 5.761 0.4 -0.1 -0.5
H 11.885 15.750 5.229 -0.4 0.5 -0.1
H 11.950 16.975 6.401 0.7 0.6 4.0
H 12.307 17.411 4.866 0.5 0.3 -0.6
H 8.881 18.340 5.600 0.0 0.6 -0.2
C 3.845 17.025 1.517 0.6 2.4 0.7
C 3.712 16.936 0.035 6.4 4.3 0.7
C 4.858 16.244 -0.619 3.3 1.7 -1.5
O 2.691 16.311 -0.303 -8.6 -5.2 -0.7
H 4.024 16.161 2.115 -0.2 -1.2 -0.1
H 3.069 17.631 2.013 -0.1 -0.4 -0.3
H 4.738 17.622 1.626 0.6 0.3 0.4
H 3.680 17.958 -0.476 0.5 -0.5 1.2
H 4.942 15.224 -0.478 -0.3 -2.3 1.1
H 5.902 16.631 -0.471 -1.1 0.1 0.2
H 4.768 16.271 -1.705 -0.4 0.4 -0.2
H 2.364 16.587 -1.124 -0.8 0.2 -1.8
C 8.748 22.338 -1.420 -0.6 -0.5 1.5
C 10.127 22.164 -0.682 -5.4 11.8 -0.8
C 10.050 22.865 0.656 -0.3 1.4 1.8
O 10.392 21.000 -0.528 2.5 -12.6 1.2
H 8.197 23.268 -1.426 0.3 0.7 0.6
H 8.052 21.622 -0.892 0.6 0.7 -0.5
H 8.783 22.117 -2.447 0.3 -0.8 -1.4
H 10.889 22.641 -1.205 1.5 1.2 -1.4
H 9.289 22.508 1.370 -0.3 -0.5 -0.8
H 9.872 23.964 0.729 0.5 -0.6 -0.7
H 10.956 22.592 1.179 0.6 0.3 0.0
H 9.686 20.569 0.009 0.7 0.2 -0.2
C 5.144 19.477 -3.584 -1.3 -0.6 -1.3
C 6.168 19.112 -2.568 -6.7 -8.8 -0.8
C 6.818 17.764 -2.810 0.2 -2.7 -0.9
O 7.110 19.877 -2.485 7.7 9.8 2.0
H 4.314 18.739 -3.813 0.4 1.0 1.3
H 5.526 19.532 -4.572 1.1 0.4 -1.0
H 4.893 20.485 -3.281 -1.0 0.2 -0.3
H 5.606 19.009 -1.678 -0.8 0.0 1.7
H 7.700 17.924 -3.461 -0.8 -0.2 -0.5
H 6.070 17.035 -3.177 0.7 0.3 -0.5
H 7.316 17.156 -2.005 -0.9 1.0 -0.1
H 6.878 20.601 -1.838 0.3 -0.2 -0.8
```
Forces are in eV/Å.

2S+1   1
Electronic energy   -2256.72227 a.u.
ΔE to the lowest compared entry with this formula, charge and spin   131.7 kcal per mole
Net charge   0
Kohn-Sham gap   9.30 eV


| no. | LUMO energy (eV) |
| --- | --- |
| 1 | -0.145 |
| 2 | 0.205 |